(1)
Here is C41H57F9GeN2O5PS3Ti as an isolated structure from the Open Molecules 2025 dataset. Energies are from wB97M-V/def2-TZVPD.

The geometry in XYZ format:
```
120
Properties=species:S:1:pos:R:3:mulliken_spin:R:1
Ti 1.18 -0.41 0.92 0.950
C 0.25 -2.11 4.16 -0.001
C 1.30 -2.77 3.29 -0.035
C 0.80 -3.98 2.53 0.007
C 2.53 -3.13 4.11 0.033
O 1.73 -1.76 2.26 -0.121
Ge 3.59 -1.31 2.05 0.062
O 1.06 1.00 1.90 0.054
C 1.15 2.15 2.79 -0.028
C 2.62 2.53 2.83 0.004
C 0.30 3.27 2.22 0.002
C 0.65 1.68 4.15 -0.005
O 3.60 -2.33 0.57 -0.015
C 4.85 -2.76 -0.06 0.000
C 5.68 -1.53 -0.44 -0.001
C 4.45 -3.56 -1.29 -0.001
C 5.61 -3.63 0.93 0.002
H -0.21 -2.86 4.81 0.001
H 0.69 -1.34 4.79 0.000
H -0.54 -1.66 3.56 -0.002
H 0.46 -4.74 3.23 0.000
H -0.05 -3.72 1.90 -0.001
H 1.60 -4.41 1.92 0.001
H 2.26 -3.87 4.86 0.002
H 3.31 -3.60 3.49 -0.007
H 2.93 -2.27 4.64 -0.006
H 3.01 2.64 1.82 0.000
H 2.74 3.49 3.35 -0.001
H 3.21 1.79 3.37 0.005
H 0.74 3.68 1.31 0.000
H -0.71 2.91 2.00 0.000
H 0.23 4.08 2.94 0.000
H 1.28 0.88 4.52 -0.001
H 0.68 2.50 4.86 0.000
H -0.38 1.32 4.07 0.003
H 6.58 -1.83 -0.97 0.000
H 5.99 -0.97 0.44 0.002
H 5.11 -0.87 -1.09 0.000
H 3.81 -4.39 -1.01 0.000
H 3.94 -2.92 -2.02 0.001
H 5.34 -3.96 -1.78 0.000
H 5.87 -3.07 1.83 -0.001
H 5.00 -4.49 1.22 0.000
H 6.53 -4.00 0.49 0.001
C 3.53 0.52 -3.04 -0.001
O 2.82 -0.73 -2.81 0.001
C 2.05 -0.81 -1.76 -0.012
O 2.03 0.03 -0.83 -0.025
N 1.26 -1.90 -1.72 -0.006
N 0.73 -2.21 -0.46 0.065
H 2.84 1.23 -3.49 0.000
H 4.33 0.27 -3.73 0.000
H 3.92 0.91 -2.11 -0.001
H 1.39 -2.63 -2.41 0.001
H 1.33 -2.92 -0.03 0.003
H -0.22 -2.57 -0.55 0.002
C -4.16 -2.07 3.80 0.000
C -3.39 -2.99 2.86 0.000
S -2.31 -2.34 1.56 0.006
C -3.39 -1.29 0.56 -0.002
C -3.81 0.03 1.19 0.001
S -2.45 0.78 2.11 0.022
C -3.36 1.63 3.42 0.000
C -4.05 0.71 4.40 0.000
S -3.21 -0.86 4.78 0.000
H -4.64 -2.74 4.52 0.000
H -4.97 -1.55 3.30 0.000
H -4.12 -3.65 2.38 0.000
H -2.73 -3.64 3.44 0.000
H -4.26 -1.86 0.24 0.000
H -2.79 -1.09 -0.33 0.010
H -4.64 -0.13 1.87 0.000
H -4.16 0.70 0.41 -0.002
H -4.08 2.33 2.98 0.000
H -2.60 2.23 3.93 0.000
H -5.08 0.48 4.10 0.000
H -4.15 1.23 5.36 0.000
F 2.38 6.74 -2.71 0.000
C 2.37 5.75 -3.61 0.000
F 1.94 6.25 -4.77 0.000
F 3.64 5.35 -3.78 0.000
C 1.52 4.60 -3.13 0.001
C 1.84 4.01 -1.92 -0.001
C 1.10 2.92 -1.47 0.033
C 0.04 2.43 -2.23 0.010
C -0.29 3.06 -3.43 -0.003
C 0.45 4.14 -3.88 0.002
P -0.96 1.05 -1.58 -0.024
C -0.99 -0.13 -2.99 -0.008
C -0.03 -0.07 -4.00 -0.002
C 0.12 -1.10 -4.92 0.005
C -0.72 -2.21 -4.84 -0.001
C -1.72 -2.26 -3.88 0.001
C -1.85 -1.23 -2.97 0.003
C -0.49 -3.35 -5.79 0.000
F -1.44 -4.29 -5.69 0.000
F 0.69 -3.95 -5.52 0.000
F -0.44 -2.94 -7.06 0.000
C -2.60 1.85 -1.56 0.001
C -2.76 2.88 -0.63 0.006
C -3.97 3.54 -0.51 0.003
C -5.04 3.15 -1.30 0.001
C -4.89 2.15 -2.25 0.004
C -3.67 1.50 -2.38 -0.003
C -6.39 3.80 -1.12 -0.001
F -6.29 5.03 -0.61 0.000
F -7.07 3.88 -2.27 0.000
F -7.14 3.08 -0.25 0.000
H 2.66 4.39 -1.33 0.000
H 1.35 2.45 -0.53 0.004
H -1.14 2.72 -4.00 0.001
H 0.19 4.62 -4.82 0.000
H 0.63 0.79 -4.08 0.000
H 0.87 -1.05 -5.69 0.000
H -2.39 -3.11 -3.85 0.000
H -2.64 -1.29 -2.23 0.003
H -1.93 3.18 0.00 -0.002
H -4.09 4.35 0.20 0.000
H -5.72 1.87 -2.88 0.000
H -3.56 0.73 -3.13 0.001
```

## Properties
Charge   +2
HOMO (spin up / spin down)   -12.52 / -12.52 eV
Spin multiplicity   2
<S²>   0.756
Energy relative to the best compared isomer or geometry (same formula, charge and spin)   0.848 eV



(2)
Here is C41H58BrN3O7Ta as an isolated structure from the Open Molecules 2025 dataset. Energies are from wB97M-V/def2-TZVPD.

The geometry in XYZ format:
```
111
Properties=species:S:1:pos:R:3:lowdin_charge:R:1
Ta -0.55 -0.90 -0.57 2.054
C -1.42 -0.50 2.59 -0.062
N -0.36 0.01 1.67 -0.296
C 0.95 -0.46 2.18 -0.044
C -0.46 1.49 1.76 -0.158
C 0.48 2.23 0.85 -0.146
N 0.29 1.83 -0.53 -0.179
C 1.53 1.96 -1.32 -0.113
C 2.68 1.15 -0.79 -0.164
C 3.86 1.76 -0.37 0.033
C 4.93 0.98 0.05 -0.142
C 4.81 -0.40 -0.11 0.028
C 3.68 -1.05 -0.59 -0.066
C 2.57 -0.22 -0.80 -0.201
O 1.27 -0.70 -0.93 -0.264
C 3.79 -2.56 -0.90 -0.505
C 3.41 -3.36 0.35 -0.020
C 2.92 -2.94 -2.10 -0.035
C 5.23 -2.93 -1.29 -0.051
C 6.22 1.56 0.63 -0.557
C 6.44 0.99 2.04 -0.041
C 7.41 1.17 -0.27 -0.038
C 6.16 3.09 0.72 -0.065
C -0.71 2.66 -1.24 -0.109
C -2.13 2.56 -0.73 -0.157
C -2.81 3.64 -0.21 0.034
C -4.13 3.49 0.23 -0.141
C -4.74 2.27 -0.01 0.025
C -4.11 1.16 -0.58 -0.064
C -2.75 1.33 -0.82 -0.197
O -1.88 0.27 -1.07 -0.253
C -4.99 -0.05 -0.96 -0.511
C -5.40 -0.82 0.30 -0.020
C -4.30 -1.00 -1.95 -0.042
C -6.26 0.48 -1.66 -0.044
C -4.92 4.60 0.91 -0.559
C -6.14 4.97 0.05 -0.036
C -5.40 4.10 2.28 -0.040
C -4.08 5.86 1.13 -0.065
H -1.26 -0.06 3.57 0.110
H -1.38 -1.57 2.66 0.072
H -2.40 -0.21 2.22 0.095
H 1.11 -0.08 3.19 0.112
H 1.76 -0.12 1.54 0.079
H 0.95 -1.55 2.20 0.089
H -0.27 1.79 2.79 0.140
H -1.50 1.75 1.53 0.117
H 1.51 2.01 1.13 0.118
H 0.34 3.31 1.00 0.146
H 1.84 3.01 -1.39 0.138
H 1.29 1.61 -2.32 0.137
H 3.92 2.84 -0.38 0.116
H 5.67 -1.01 0.14 0.108
H 2.38 -3.15 0.66 0.058
H 4.06 -3.09 1.18 0.094
H 3.51 -4.43 0.16 0.095
H 1.87 -2.66 -1.99 0.040
H 2.97 -4.02 -2.26 0.091
H 3.28 -2.45 -3.01 0.109
H 5.89 -3.02 -0.43 0.084
H 5.66 -2.19 -1.98 0.098
H 5.22 -3.89 -1.80 0.092
H 6.54 -0.09 2.02 0.080
H 5.61 1.26 2.70 0.090
H 7.36 1.41 2.47 0.091
H 7.56 0.09 -0.29 0.080
H 8.33 1.63 0.10 0.091
H 7.25 1.52 -1.30 0.094
H 5.34 3.42 1.36 0.088
H 6.06 3.55 -0.26 0.089
H 7.09 3.46 1.16 0.090
H -0.70 2.32 -2.28 0.135
H -0.40 3.71 -1.23 0.135
H -2.30 4.60 -0.15 0.116
H -5.78 2.16 0.26 0.110
H -4.53 -1.28 0.78 0.062
H -6.11 -1.61 0.05 0.099
H -5.87 -0.15 1.03 0.087
H -3.49 -1.56 -1.50 0.044
H -3.93 -0.46 -2.83 0.100
H -5.03 -1.73 -2.30 0.095
H -6.96 0.93 -0.96 0.080
H -6.78 -0.35 -2.14 0.090
H -6.02 1.22 -2.43 0.099
H -6.82 4.12 -0.06 0.081
H -5.82 5.28 -0.95 0.094
H -6.69 5.79 0.51 0.091
H -6.04 3.21 2.19 0.080
H -5.97 4.88 2.79 0.091
H -4.55 3.83 2.92 0.090
H -3.76 6.31 0.18 0.089
H -3.19 5.65 1.73 0.087
H -4.67 6.60 1.66 0.090
Br 0.05 -4.64 -3.89 0.866
C 0.35 -5.45 -2.21 -0.583
C 0.69 -6.79 -2.24 -0.114
C 0.94 -7.48 -1.06 -0.040
C 0.85 -6.83 0.16 -0.045
C 0.52 -5.50 0.19 -0.004
C 0.27 -4.78 -0.98 -0.177
C -0.03 -3.36 -0.82 -0.554
O -0.50 -2.60 -1.77 -0.156
O 0.17 -2.75 0.29 -0.121
H 0.77 -7.29 -3.20 0.103
H 1.21 -8.53 -1.11 0.118
H 1.04 -7.37 1.08 0.116
H 0.44 -4.98 1.14 0.130
O -2.73 -3.21 1.90 0.111
N -2.49 -3.05 0.73 -0.465
O -2.56 -3.87 -0.14 0.121
O -2.21 -1.78 0.33 -0.272
```

## Properties
Charge   +1
HOMO   -11.34 eV
Spin multiplicity   1
Energy relative to the best compared isomer or geometry (same formula, charge and spin)   1.207 eV



(3)
Here is C41H58BrNP3RuSiTe4 as an isolated structure from the Open Molecules 2025 dataset. Energies are from wB97M-V/def2-TZVPD.

The geometry in XYZ format:
```
110
Properties=species:S:1:pos:R:3:mulliken_spin:R:1
Ru -1.29 0.56 -0.11 0.182
C 2.02 2.76 -0.73 0.010
C 0.74 3.57 -0.53 0.002
C 1.13 4.96 -0.02 0.002
P -0.44 2.67 0.59 -0.032
C -1.61 4.03 1.08 -0.059
C -2.22 4.63 -0.20 0.107
C -2.69 3.50 2.01 0.008
C 0.67 2.40 2.02 -0.011
C 0.92 3.35 3.01 -0.001
C 1.78 3.06 4.06 0.000
C 2.40 1.82 4.13 0.000
C 2.16 0.88 3.13 0.003
C 1.30 1.15 2.06 -0.004
Si 0.74 -0.17 0.77 -0.084
C 2.34 -0.77 -0.16 -0.009
C 3.56 -0.28 0.33 0.004
C 4.79 -0.80 -0.04 0.000
C 4.85 -1.88 -0.91 0.000
C 3.67 -2.36 -1.45 -0.002
C 2.43 -1.82 -1.10 0.001
P 1.06 -2.47 -2.10 0.006
C 1.67 -2.67 -3.83 0.001
C 0.50 -3.04 -4.75 0.002
C 2.40 -1.44 -4.38 -0.001
C 0.55 -4.16 -1.60 0.002
C -0.15 -4.16 -0.24 -0.002
C 1.68 -5.18 -1.62 0.000
C 0.53 -1.65 1.93 -0.010
C 1.55 -2.46 2.44 -0.002
C 1.27 -3.44 3.38 0.000
C -0.04 -3.62 3.81 0.000
C -1.06 -2.82 3.31 0.002
C -0.78 -1.84 2.37 0.011
P -2.03 -0.68 1.65 -0.032
C -2.72 0.14 3.17 0.000
C -1.63 0.78 4.02 0.007
C -3.60 -0.74 4.07 0.002
C -3.38 -1.75 0.98 0.005
C -4.75 -1.05 1.03 0.040
C -3.52 -3.20 1.45 -0.004
H 2.59 3.17 -1.57 0.000
H 1.82 1.71 -0.93 0.006
H 2.65 2.82 0.16 0.001
H 0.23 3.66 -1.49 0.010
H 1.62 4.90 0.95 0.000
H 0.29 5.65 0.06 0.001
H 1.84 5.40 -0.72 0.001
H -1.02 4.80 1.59 0.000
H -2.46 3.85 -0.92 -0.044
H -1.55 5.35 -0.68 -0.007
H -3.15 5.14 0.04 0.007
H -3.11 2.59 1.60 0.002
H -3.50 4.23 2.10 -0.001
H -2.30 3.30 3.01 0.001
H 0.42 4.31 2.99 0.000
H 1.95 3.80 4.83 0.000
H 3.05 1.58 4.95 0.000
H 2.62 -0.10 3.22 0.000
H 3.55 0.55 1.03 0.000
H 5.70 -0.38 0.37 0.000
H 5.80 -2.32 -1.19 0.000
H 3.72 -3.17 -2.16 0.000
H 2.36 -3.52 -3.79 0.000
H -0.18 -2.20 -4.86 0.000
H -0.07 -3.90 -4.40 0.000
H 0.90 -3.28 -5.74 0.000
H 1.67 -0.65 -4.61 0.000
H 2.90 -1.71 -5.31 0.000
H 3.14 -1.03 -3.69 0.000
H -0.21 -4.42 -2.35 0.000
H 0.58 -4.05 0.57 0.000
H -0.67 -5.10 -0.11 0.000
H -0.89 -3.36 -0.15 0.001
H 2.48 -4.89 -0.94 0.000
H 2.10 -5.34 -2.61 0.000
H 1.29 -6.14 -1.27 0.000
H 2.57 -2.33 2.10 0.000
H 2.06 -4.07 3.76 0.000
H -0.27 -4.39 4.54 0.000
H -2.07 -2.99 3.66 0.000
H -3.36 0.92 2.76 -0.001
H -0.99 0.01 4.47 -0.001
H -2.09 1.35 4.83 0.000
H -1.00 1.45 3.45 -0.001
H -2.99 -1.43 4.66 0.000
H -4.35 -1.30 3.53 0.001
H -4.12 -0.09 4.78 -0.001
H -3.08 -1.83 -0.07 0.007
H -5.32 -1.41 1.89 -0.001
H -5.31 -1.29 0.13 0.013
H -4.68 0.03 1.09 -0.032
H -3.84 -3.29 2.49 0.000
H -2.60 -3.77 1.32 -0.001
H -4.28 -3.67 0.82 0.001
Te -1.03 -1.00 -2.25 0.018
Te -2.97 -2.81 -2.60 0.008
Te -5.32 2.77 -0.83 0.722
Te -3.46 1.12 -1.64 0.159
Br 1.53 4.48 -7.23 0.000
C 0.99 3.43 -5.76 0.000
C -0.33 3.42 -5.35 0.006
C -0.66 2.63 -4.26 0.007
N 0.22 1.89 -3.59 -0.024
C 1.48 1.91 -4.01 0.004
C 1.93 2.66 -5.09 -0.001
H -1.08 4.01 -5.86 0.000
H -1.69 2.59 -3.90 -0.011
H 2.18 1.28 -3.47 0.000
H 2.96 2.64 -5.39 0.000
```

## Properties
HOMO (spin up / spin down)   -6.46 / -6.42 eV
Spin multiplicity   2
<S²>   0.788
Energy relative to the best compared isomer or geometry (same formula, charge and spin)   0.832 eV



(4)
Here is C41H58N4O5P2S2Sr as an isolated structure from the Open Molecules 2025 dataset. Energies are from wB97M-V/def2-TZVPD.

The geometry in XYZ format:
```
113
Properties=species:S:1:pos:R:3:lowdin_charge:R:1
Sr 0.67 0.19 0.49 1.150
C 1.28 -0.11 6.32 -0.087
N 1.34 -0.88 5.03 -0.123
C 2.45 -0.45 4.24 -0.196
C 2.28 1.00 3.64 -0.179
N 3.26 2.05 3.90 -0.170
C 2.78 3.40 3.47 -0.074
C 4.51 1.74 3.22 -0.246
C 5.65 2.09 3.96 -0.064
C 6.90 2.02 3.36 -0.134
C 6.93 1.44 2.07 -0.127
C 5.81 1.01 1.35 -0.173
C 4.53 1.36 1.79 -0.626
S 3.44 1.78 0.48 0.516
C 0.11 -0.90 4.39 -0.314
C -0.91 -0.20 4.93 -0.103
C -2.12 -0.06 4.36 -0.134
C -2.53 -0.87 3.32 -0.113
C -1.53 -1.73 2.83 -0.175
C -0.22 -1.72 3.28 -0.639
S 1.04 -2.67 2.39 0.410
H 0.45 -0.52 6.91 0.090
H 1.25 1.00 6.29 0.091
H 2.28 -0.16 6.73 0.076
H 2.59 -1.21 3.47 0.022
H 3.21 -0.43 4.93 0.080
H 1.40 1.37 4.13 0.101
H 2.28 0.81 2.55 0.022
H 3.16 4.14 4.19 0.065
H 1.65 3.49 3.63 0.100
H 3.04 3.53 2.41 0.039
H 5.46 2.57 4.93 0.103
H 7.82 2.37 3.86 0.087
H 7.91 1.24 1.66 0.073
H 5.82 0.55 0.37 0.074
H -0.70 0.37 5.79 0.073
H -2.85 0.65 4.81 0.107
H -3.50 -0.81 2.89 0.079
H -1.81 -2.47 2.04 0.095
C 3.17 0.13 -2.63 -0.173
C 3.61 -1.32 -2.38 -0.549
C 4.35 -1.67 -3.67 -0.133
P 2.21 -2.24 -1.58 1.079
C 2.92 -4.02 -1.23 -0.487
C 3.81 -4.86 -2.26 -0.103
C 1.88 -4.97 -0.67 -0.151
C 0.86 -2.41 -2.81 -0.319
C 1.12 -3.17 -3.91 -0.110
C 0.22 -3.41 -4.92 -0.294
C 0.51 -4.57 -5.88 -0.064
C -0.96 -2.69 -4.85 -0.094
C -1.19 -1.78 -3.89 -0.036
C -0.24 -1.51 -2.81 -0.311
N -0.44 -0.53 -1.91 -0.043
C -1.52 0.33 -2.27 -0.259
C -1.38 1.39 -3.15 -0.254
C -0.11 1.68 -3.84 -0.036
C -2.47 2.13 -3.45 -0.030
C -3.75 1.93 -2.89 -0.286
C -4.87 2.88 -3.17 -0.068
C -3.90 0.82 -2.10 -0.018
C -2.81 0.00 -1.77 -0.204
C -3.03 -1.23 -0.97 -0.031
H 4.05 0.77 -2.62 0.073
H 2.52 0.51 -1.90 -0.035
H 2.61 0.19 -3.58 0.076
H 4.32 -1.25 -1.58 0.079
H 3.75 -1.50 -4.60 0.080
H 4.67 -2.70 -3.77 0.033
H 5.24 -0.99 -3.78 0.088
H 3.56 -3.73 -0.45 0.064
H 3.32 -5.03 -3.21 0.040
H 3.93 -5.83 -1.82 0.039
H 4.77 -4.39 -2.54 0.055
H 1.06 -5.19 -1.37 0.077
H 1.40 -4.50 0.16 0.006
H 2.34 -5.94 -0.45 0.071
H 1.99 -3.82 -3.87 0.073
H -0.24 -5.35 -5.73 0.069
H 1.51 -4.95 -5.73 0.054
H 0.40 -4.28 -6.91 0.048
H -1.77 -2.75 -5.61 0.119
H -2.06 -1.22 -3.95 0.086
H -0.09 1.40 -4.92 0.097
H 0.70 1.12 -3.41 0.031
H 0.08 2.78 -3.68 0.100
H -2.39 3.07 -4.05 0.125
H -4.85 3.28 -4.22 0.076
H -4.80 3.77 -2.46 0.087
H -5.83 2.39 -2.95 0.065
H -4.84 0.57 -1.66 0.078
H -2.74 -2.09 -1.57 0.076
H -4.09 -1.26 -0.65 0.070
H -2.47 -1.25 0.01 0.080
O -0.02 2.49 0.54 -0.351
N -0.96 2.67 1.34 -0.222
O -1.45 1.59 1.86 -0.232
C -6.74 0.87 0.29 -0.057
O -7.11 1.67 1.46 -0.381
P -6.72 3.17 1.71 0.810
O -6.74 3.66 0.13 -0.385
C -6.66 5.10 -0.11 -0.142
O -5.06 3.01 1.78 -0.351
C -4.52 2.46 2.91 -0.216
H -5.99 0.19 0.65 0.079
H -6.45 1.56 -0.44 0.035
H -7.66 0.33 0.06 0.090
H -7.42 5.41 -0.80 0.061
H -5.65 5.42 -0.42 0.084
H -6.89 5.75 0.78 0.070
H -5.12 1.62 3.27 0.062
H -4.53 3.17 3.80 0.090
H -3.47 2.13 2.68 0.072
```

## Properties
Charge   -2
HOMO   -1.90 eV
Spin multiplicity   1
Energy relative to the best compared isomer or geometry (same formula, charge and spin)   4.773 eV



Calculated total energy values (in Ha) by entry order: -7443.02567; -4918.96817; -6706.51067; -3702.11214.